*A*
Density functional theory data (wB97M-V/def2-TZVPD) for 2 unconnected molecules or ions with the total composition CH3NO3S.

Values from the calculation:
highest occupied orbital energy (spin up / spin down)	-0.324 / -0.372	hartree
lowest unoccupied orbital energy (spin up / spin down)	-1.99 / -1.20	eV

Each line ends with the Mulliken charge.
Atoms and positions in Å:
H (-0.70801, -0.09215, -1.73668)  0.2052
H (-1.00310, -1.94399, -1.24429)  0.2273
C (-0.67952, -0.93837, -0.97364)  0.0607
O (-1.57731, -0.41310, 0.00811)  -0.4617
O (0.48857, -1.21967, -0.58911)  -0.4624
O (1.15980, 2.77569, 1.70153)  -0.3658
N (1.73542, 1.79520, 1.35511)  0.3545
S (1.67691, 0.43438, 0.64571)  0.1747
H (-1.09276, -0.39799, 0.83326)  0.2676

*B*
Density functional theory data (wB97M-V/def2-TZVPD) for 2 unconnected molecules or ions with the total composition CH3NO3S.

Values from the calculation:
highest occupied orbital energy (spin up / spin down)	-0.335 / -0.342	hartree
lowest unoccupied orbital energy (spin up / spin down)	-0.92 / -1.35	eV

Each line ends with the Mulliken charge.
Atoms and positions in Å:
H (0.08965, -1.21066, 0.45560)  0.2878
O (2.93189, 2.97654, -0.93163)  -0.1219
O (2.55238, -0.27803, 0.92175)  -0.5327
C (0.08114, -0.18438, 0.06254)  -0.8128
H (-0.59033, -0.12612, -0.79566)  0.3297
N (2.06654, 2.74770, -0.23300)  0.2145
O (2.26548, -0.30254, -1.46731)  -0.5118
H (-0.47716, 0.56330, 0.78307)  0.2726
S (1.88449, 0.26322, -0.21258)  0.8746

Quick ranking, most stable first: *B*, *A*.

*A*
Density functional theory data (wB97M-V/def2-TZVPD) for 2 unconnected molecules or ions with the total composition CH3NO3S.

Values from the calculation:
highest occupied orbital energy (spin up / spin down)	-0.274 / -0.287	hartree
lowest unoccupied orbital energy (spin up / spin down)	-0.43 / -0.16	eV

Each line ends with the Mulliken charge.
Atoms and positions in Å:
C (-0.22716, -0.58072, 0.04680)  0.5907
O (-0.96175, -1.22977, 0.64542)  -0.2966
H (0.61237, 1.23862, 3.02730)  0.1179
O (1.45538, 0.19544, 1.26346)  -0.5386
O (-0.66106, -0.66335, -2.19441)  -0.4058
S (1.15054, -0.12101, 2.75757)  -0.0339
H (0.54472, 0.70770, -1.31100)  0.2653
N (0.08230, -0.14164, -1.10881)  -0.0542
H (-0.08004, -1.28205, -2.67165)  0.3552

*B*
Density functional theory data (wB97M-V/def2-TZVPD) for 2 unconnected molecules or ions with the total composition CH3NO3S.

Values from the calculation:
highest occupied orbital energy	-0.327	hartree
lowest unoccupied orbital energy	-1.31	eV

Each line ends with the Mulliken charge.
Atoms and positions in Å:
O (-1.29280, -0.26286, -1.55521)  -0.5652
S (2.94645, -0.22384, -0.39329)  0.6509
H (-1.21962, -1.12884, 0.29084)  0.2505
N (-1.30726, -0.25276, -0.27399)  0.1886
O (1.70939, 0.46064, -0.13454)  -0.2827
O (2.94228, -1.65523, -0.16356)  -0.3706
H (-1.37052, 0.57722, 1.61858)  0.2120
H (-1.22097, 1.71535, 0.10080)  0.3447
C (-1.18694, 0.77031, 0.51035)  -0.4282

Quick ranking, most stable first: *B*, *A*.

*A*
Density functional theory data (wB97M-V/def2-TZVPD) for a gas-phase ion, C6H15N2 (charge +1).

Values from the calculation:
highest occupied orbital energy	-0.529	hartree
lowest unoccupied orbital energy	-4.32	eV
charge	+1

Each line ends with the Mulliken charge.
Atoms and positions in Å:
C (-1.43373, -0.43542, -1.22766)  -1.7719
H (1.35140, 1.09286, 1.09340)  0.3525
C (1.63794, 0.53421, 0.23525)  -0.6145
H (-2.52238, -0.07662, -1.25079)  0.4443
H (-1.04920, -0.00740, -2.10142)  0.4159
H (-2.54782, -0.21181, 0.95764)  0.4456
H (-2.09690, 1.62980, -0.13417)  0.4366
C (0.54646, -0.39323, -0.08034)  0.2459
H (-1.53975, -1.46631, -1.26495)  0.5077
H (3.36018, -0.12662, 1.19768)  0.2459
H (-0.39906, 2.09607, -0.60371)  0.3860
H (-1.05749, -0.44879, 2.16856)  0.3352
H (-0.65272, 1.99280, 0.96004)  0.4987
N (3.10825, 0.13220, 0.27159)  -0.6802
C (-0.82218, 0.04378, 0.09385)  1.3569
C (-1.05757, 1.51790, 0.10365)  -1.7411
H (0.32136, -2.35227, -0.65730)  0.2537
H (3.70908, 0.89231, 0.08565)  0.2532
H (1.55398, 1.13409, -0.61116)  0.4527
H (-1.70253, -1.68210, 1.02206)  0.3999
N (0.94333, -1.56221, -0.61668)  -0.2833
C (-1.61445, -0.63871, 1.21556)  -1.2776
H (1.96381, -1.66452, -0.85675)  0.3380

*B*
Density functional theory data (wB97M-V/def2-TZVPD) for 2 unconnected molecules or ions with the total composition C6H15N2.

Values from the calculation:
highest occupied orbital energy	-0.464	hartree
lowest unoccupied orbital energy	-2.94	eV
charge	+1

Each line ends with the Mulliken charge.
Atoms and positions in Å:
H (3.29605, 1.03960, -0.38998)  0.2731
H (-3.49436, 1.89614, 1.44941)  0.3260
H (0.25766, -0.79124, 0.02573)  0.3823
H (-2.48757, 2.30506, 2.82897)  0.3141
H (0.34295, 0.76044, -0.49892)  0.4188
C (-2.46078, 2.11784, 1.78280)  -1.1286
H (1.40222, 0.22364, 0.64071)  0.3965
C (-1.60067, 0.86433, 1.52747)  -0.1150
H (-0.54661, 0.93546, 1.88258)  0.2212
C (1.32095, -1.11814, -2.49712)  -1.0881
H (-2.88488, -0.48296, 0.46989)  0.2836
C (1.90568, -0.25537, -1.37210)  0.6067
C (-1.94477, -0.32463, 0.96822)  -0.1707
H (2.08385, -1.14082, -3.29239)  0.3656
H (0.39955, -0.62517, -2.89168)  0.3096
N (-1.09585, -1.48106, 0.92509)  -0.6351
H (-2.03433, 2.99998, 1.32457)  0.2982
N (0.94385, -0.02290, -0.26634)  -0.2874
H (-0.74128, -1.84758, 1.85123)  0.2776
H (1.09103, -2.10206, -2.13390)  0.3177
H (-1.63516, -2.22724, 0.48875)  0.2415
C (3.11889, 0.29443, -1.15835)  -0.8655
H (3.97905, 0.11374, -1.87176)  0.2579

Quick ranking, most stable first: *B*, *A*.